ORCA calculation (ωB97M-V/def2-TZVPD) on a 2-piece molecular cluster, C11H14N2 overall at a distorted geometry.

Bonds (Å) are listed after each position.
Positions of all 27 atoms, in Å:
1 N -0.707 2.111 -0.896  C4 1.321, C12 1.358
2 N 1.400 2.062 -1.574  C4 1.371, C11 1.406, H26 1.010
3 C -0.272 -0.579 2.324  C7 1.431, C10 1.395, H23 1.088
4 C 0.451 2.746 -0.860  N1 1.321, N2 1.371, H15 1.103
5 C -1.700 0.224 -2.234  C12 1.568, H18 1.076, H21 1.093, H22 1.082
6 C 1.869 0.210 1.548  C7 1.377, C9 1.423, H14 1.077
7 C 0.718 0.453 2.264  C3 1.431, C6 1.377, H19 1.103
8 C -1.704 -2.356 1.415  C10 1.455, H16 1.145, H24 1.098, H27 1.116
9 C 1.724 -0.802 0.559  C6 1.423, C13 1.351, H20 1.087
10 C -0.444 -1.628 1.421  C3 1.395, C8 1.455, C13 1.445
11 C 0.764 1.054 -2.319  N2 1.406, C12 1.360, H25 1.105
12 C -0.484 1.103 -1.779  N1 1.358, C5 1.568, C11 1.360
13 C 0.775 -1.759 0.656  C9 1.351, C10 1.445, H17 1.090
14 H 2.779 0.785 1.506  C6 1.077
15 H 0.655 3.773 -0.515  C4 1.103
16 H -2.041 -2.401 0.321  C8 1.145
17 H 0.781 -2.748 0.199  C13 1.090
18 H -1.294 -0.503 -2.916  C5 1.076
19 H 0.476 1.236 3.002  C7 1.103
20 H 2.479 -0.931 -0.211  C9 1.087
21 H -2.535 0.815 -2.619  C5 1.093
22 H -2.133 -0.070 -1.288  C5 1.082
23 H -1.000 -0.332 3.095  C3 1.088
24 H -2.564 -1.819 1.836  C8 1.098
25 H 1.305 0.341 -2.968  C11 1.105
26 H 2.321 2.390 -1.826  N2 1.010
27 H -1.617 -3.375 1.861  C8 1.116

Computed properties:
Relative energy (zero: lowest compared OMol25 entry of this formula, charge and spin)   46.0 kcal per mole
SMILES   Cc1c[nH]cn1.Cc1ccccc1
Orbital gap   9.2 eV
Molar mass   174.25 g/mol
E   -536.99667 Eh
LUMO level   0.8555 eV
HOMO energy   -0.308 hartree
Charge   0

Atomic partial charges in e from the Mulliken method, atoms 1 to 6: -0.58, 0.02, -0.38, -0.33, -1.05, -0.71